(1)
Here is an isolated molecule of C28H37F5N2O5S in a non-equilibrium geometry from the Open Molecules 2025 dataset. Energies are from ωB97M-V with the def2-TZVPD basis set.

Geometry as ORCA input:
```
! wB97M-V def2-TZVPD RIJCOSX def2/J DEFGRID3
* xyz 0 1
C -0.6155 4.6370 -0.1690
N -0.3955 3.2927 -0.6839
C -1.5255 2.3873 -0.6237
C -1.2041 0.8989 -0.4564
S -0.1186 0.6081 0.9644
O 1.2284 0.9643 0.6266
O -0.3387 -0.6957 1.5244
C -0.5807 1.8175 2.3302
F -1.8873 2.1034 2.3363
F 0.1224 2.9332 2.1714
C -0.2000 1.2129 3.7141
F 1.0216 0.7259 3.6965
F -1.0644 0.2817 4.0717
F -0.2528 2.1955 4.6118
C -2.6221 0.2263 -0.3236
C -3.1205 -0.3790 1.0019
C -3.2813 -1.9011 1.0424
C -4.1800 -2.2830 2.2332
C -3.5122 -2.0151 3.5910
O -4.2235 -1.0735 4.3926
O -2.8271 -0.6313 -1.4397
C -1.8606 -0.4162 -2.3642
O -1.9996 -0.7551 -3.4847
C -0.6034 0.1969 -1.7301
C 0.2847 -1.0605 -1.5214
C -0.4006 -2.3456 -1.0540
C 0.6461 -3.4106 -0.6688
C 1.3707 -3.1175 0.6237
N 2.5155 -4.0114 0.8447
C 3.2611 -4.7122 -0.0607
C 4.2641 -5.3773 0.6142
C 4.1170 -5.0712 1.9845
C 3.0344 -4.2261 2.0903
C -0.0099 1.0942 -2.8474
C 1.3236 1.7870 -2.6424
C 2.4866 1.1657 -2.1799
C 3.6644 1.8924 -2.0514
C 3.7306 3.2446 -2.3864
C 2.5934 3.8785 -2.8862
C 2.5940 5.3371 -3.2738
C 1.4181 3.1378 -3.0049
H -0.3679 5.3723 -0.9379
H 0.0226 4.8669 0.6788
H -1.6583 4.8058 0.0835
H 0.4748 2.8892 -0.3748
H -2.0708 2.4466 -1.5717
H -2.2352 2.7090 0.1404
H -3.3215 1.0372 -0.5105
H -4.1089 0.0344 1.1871
H -2.5096 -0.1011 1.8512
H -2.3284 -2.3869 1.2296
H -3.7529 -2.2755 0.1410
H -4.3793 -3.3507 2.1605
H -5.1262 -1.7515 2.1885
H -2.4748 -1.7037 3.4614
H -3.5092 -2.9347 4.1676
H -4.0047 -0.1950 4.0684
H 1.1251 -0.8705 -0.8669
H 0.7068 -1.2758 -2.5000
H -0.9868 -2.7915 -1.8510
H -1.0298 -2.1874 -0.1868
H 1.3209 -3.5669 -1.5058
H 0.0944 -4.3402 -0.5349
H 1.7463 -2.0977 0.6795
H 0.7107 -3.2502 1.4737
H 3.0736 -4.7235 -1.1151
H 4.9923 -6.0091 0.1411
H 4.7506 -5.4278 2.7746
H 2.6495 -3.8057 3.0006
H -0.7402 1.8429 -3.1366
H 0.0924 0.4453 -3.7119
H 2.4884 0.1215 -1.9209
H 4.5511 1.4011 -1.6755
H 4.6537 3.7901 -2.2600
H 2.7409 5.4828 -4.3377
H 1.6554 5.7784 -2.9511
H 3.3686 5.8514 -2.7111
H 0.5339 3.6340 -3.3803
*
```

Output
LUMO	0.0133	hartree
SMILES	CNC[C@@]1(S(=O)(=O)C(F)(F)C(F)(F)F)[C@H](CCCCO)OC(=O)[C@@]1(CCCCn1cccc1)Cc1cccc(C)c1

***

(2)
Here is an isolated molecule of C28H37FN2O from the Open Molecules 2025 dataset. Energies are from ωB97M-V with the def2-TZVPD basis set.

Geometry as ORCA input:
```
! wB97M-V def2-TZVPD RIJCOSX def2/J DEFGRID3
* xyz 0 1
C -0.8480 3.1356 6.1710
C -0.9515 2.3680 4.8586
C 0.1869 2.7297 3.9067
C 0.0607 2.0771 2.5294
C 0.3051 0.5709 2.5565
H -0.3778 0.1045 3.2672
H 1.3255 0.3775 2.8949
C 0.1282 -0.0888 1.1809
N -1.2415 -0.0685 0.7167
C -1.7813 0.8193 -0.1502
O -2.9818 0.8538 -0.3539
C -0.8373 1.7536 -0.9092
C -0.0762 0.9894 -1.9438
C 1.2853 0.8114 -2.0494
N 1.5486 -0.0596 -3.0863
C 0.3772 -0.4238 -3.6816
C 0.1343 -1.2668 -4.7583
C -1.1795 -1.4720 -5.1198
C -2.2296 -0.8553 -4.4318
C -1.9970 -0.0167 -3.3658
C -0.6751 0.2083 -2.9783
H -2.8095 0.4475 -2.8293
H -3.2440 -1.0479 -4.7491
H -1.4062 -2.1240 -5.9506
H 0.9457 -1.7444 -5.2882
H 2.4706 -0.2958 -3.4110
C 2.3686 1.3398 -1.2305
C 2.3740 2.6720 -0.8128
C 3.3845 3.1553 -0.0043
C 4.4018 2.2993 0.3779
C 4.4375 0.9795 -0.0351
C 3.4190 0.5066 -0.8388
H 3.4224 -0.5287 -1.1473
H 5.2491 0.3415 0.2773
F 5.3898 2.7652 1.1706
H 3.3971 4.1825 0.3244
H 1.5923 3.3369 -1.1458
H -0.1663 2.2668 -0.2250
H -1.4773 2.4929 -1.3977
C -2.1628 -1.0039 1.3464
C -2.6351 -2.1239 0.4132
C -1.5507 -3.1254 0.0054
C -0.7180 -2.6485 -1.1829
C 0.4182 -3.6007 -1.5562
C -0.0721 -4.9069 -2.1691
H -0.6953 -4.7018 -3.0367
H 0.7702 -5.5177 -2.4871
H -0.6545 -5.4809 -1.4533
H 1.0206 -3.8166 -0.6697
H 1.0623 -3.0962 -2.2807
H -1.3722 -2.5211 -2.0477
H -0.2912 -1.6724 -0.9562
H -2.0367 -4.0654 -0.2619
H -0.8973 -3.3279 0.8589
H -3.4302 -2.6558 0.9403
H -3.0715 -1.6727 -0.4780
H -3.0444 -0.4425 1.6726
H -1.6741 -1.4335 2.2219
H 0.7745 0.4045 0.4580
H 0.4460 -1.1339 1.2509
H 0.7926 2.5372 1.8593
H -0.9379 2.2745 2.1326
H 1.1417 2.4452 4.3556
H 0.1957 3.8145 3.7759
H -0.9335 1.2979 5.0721
H -1.9059 2.5961 4.3788
H -1.6619 2.8638 6.8390
H -0.8951 4.2075 5.9917
H 0.0936 2.9139 6.6689
*
```

Output
relative energy (zero: lowest compared OMol25 entry of this formula, charge and spin)	0.065	eV
LUMO	0.0213	hartree
SMILES	CCCCCCN(CCCCCC)C(=O)Cc1c(-c2ccc(F)cc2)[nH]c2ccccc12

***

(3)
Here is a structure of composition C28H37FN2PbSi2 from the Open Molecules 2025 dataset. Energies are from ωB97M-V with the def2-TZVPD basis set.

Geometry as ORCA input:
```
! wB97M-V def2-TZVPD RIJCOSX def2/J DEFGRID3
* xyz 2 1
Pb 0.8248 0.4919 0.3913
C 5.2742 -0.3124 0.9144
Si 3.9356 0.5053 1.8818
C 2.6691 -0.7859 2.3869
C 4.5140 1.4643 3.3418
N 2.9375 1.5806 0.8290
C 3.3625 2.5764 0.0626
C 4.7314 3.0076 -0.0309
C 5.0818 4.0816 -0.7993
C 4.1095 4.7754 -1.5405
C 2.7632 4.3890 -1.5070
C 2.4319 3.3369 -0.7209
F 1.1298 2.9341 -0.6752
H 5.7832 -1.0366 1.5584
H 6.0302 0.3872 0.5499
H 4.8737 -0.8552 0.0532
H 3.0295 -1.3130 3.2777
H 2.5198 -1.5626 1.6217
H 1.7007 -0.3695 2.7062
H 5.0418 0.7881 4.0216
H 3.6756 1.9073 3.8852
H 5.2051 2.2655 3.0687
H 5.4846 2.4799 0.5414
H 6.1156 4.3981 -0.8389
H 4.3994 5.6218 -2.1496
H 2.0035 4.9094 -2.0742
C -1.2133 0.6529 1.5227
Si -2.3874 -0.4611 0.5454
C -1.3070 -1.8664 -0.1336
N -0.1044 -1.4255 -0.8857
C 0.9507 -2.4721 -0.9463
C 0.5727 -3.6501 -1.8408
C -0.0898 -3.1661 -3.1479
C 0.1880 -1.6823 -3.3778
C -0.4311 -0.8705 -2.2457
C -3.5583 -1.1330 1.7935
C -3.1798 -2.1365 2.6956
C -4.0702 -2.5915 3.6558
C -5.3477 -2.0466 3.7305
C -5.7361 -1.0471 2.8487
C -4.8469 -0.5888 1.8848
C -3.1682 0.5028 -0.8128
C -4.1599 -0.0998 -1.5949
C -4.7605 0.5957 -2.6339
C -4.3782 1.9041 -2.9071
C -3.3971 2.5186 -2.1416
C -2.7979 1.8210 -1.0995
H -0.9687 0.2737 2.5199
H -1.4671 1.7156 1.5750
H -1.9369 -2.5110 -0.7612
H -0.9842 -2.4756 0.7178
H 1.1444 -2.8105 0.0740
H 1.8669 -2.0022 -1.3137
H -0.0828 -4.3347 -1.3036
H 1.4878 -4.2040 -2.0539
H -1.1723 -3.3146 -3.1005
H 0.2626 -3.7552 -3.9919
H -0.2572 -1.3408 -4.3121
H 1.2635 -1.4990 -3.4596
H -1.5151 -0.8782 -2.3548
H -0.1296 0.1855 -2.3096
H -2.1868 -2.5783 2.6546
H -3.7723 -3.3747 4.3420
H -6.0421 -2.4038 4.4802
H -6.7321 -0.6266 2.9075
H -5.1625 0.1897 1.1977
H -4.4788 -1.1179 -1.3867
H -5.5325 0.1209 -3.2263
H -4.8550 2.4486 -3.7119
H -3.1104 3.5426 -2.3468
H -2.0446 2.3279 -0.5006
*
```

Output
relative energy (zero: lowest compared OMol25 entry of this formula, charge and spin)	0.000	eV
LUMO (alpha / beta)	-0.3103 / -0.2999	hartree

***

(4)
Here is a cluster of 3 separate species, C28H37N3O8 in total in a non-equilibrium geometry from the Open Molecules 2025 dataset. Energies are from ωB97M-V with the def2-TZVPD basis set.

Geometry as ORCA input:
```
! wB97M-V def2-TZVPD RIJCOSX def2/J DEFGRID3
* xyz 0 1
C -6.7716 -4.0448 -2.4970
C -5.3196 -3.6436 -2.9197
C -4.3342 -4.3803 -1.9727
C -2.8535 -4.1228 -2.3148
C -1.9171 -4.0446 -1.0834
C -0.6954 -3.1314 -1.3091
C 0.0761 -2.8690 0.0046
C -0.7040 -1.9424 0.9826
C 0.1264 -0.7510 1.5043
C 0.0162 0.5269 0.6548
C -0.9560 1.5871 1.2227
C -1.4046 2.5075 0.0510
C -2.4093 1.8049 -0.9008
O -3.0891 0.6970 -0.3366
C -3.2026 -0.2204 -1.3585
O -4.0697 -1.0061 -1.4497
O -2.1395 -0.0522 -2.2128
C -1.8549 1.3417 -2.2609
N -2.4556 2.0375 -3.4211
C -2.6657 1.2529 -4.3567
O -3.0280 0.5889 -5.2274
H -6.7242 -4.6772 -1.6030
H -7.2677 -4.6382 -3.2684
H -7.3543 -3.1597 -2.2332
H -5.1786 -2.5640 -2.8721
H -5.1376 -4.0140 -3.9345
H -4.5614 -5.4479 -2.0941
H -4.6015 -4.1201 -0.9420
H -2.7392 -3.2101 -2.9109
H -2.5108 -4.9705 -2.9209
H -2.4753 -3.7461 -0.1880
H -1.5333 -5.0554 -0.8928
H -0.9644 -2.2057 -1.8280
H -0.0093 -3.6908 -1.9633
H 0.1921 -3.8504 0.4826
H 1.0898 -2.5036 -0.1901
H -1.6684 -1.6380 0.5540
H -0.9571 -2.5689 1.8476
H 1.1761 -1.0682 1.5522
H -0.1846 -0.5481 2.5342
H 1.0086 0.9952 0.6510
H -0.2283 0.3327 -0.3966
H -1.8313 1.1660 1.7203
H -0.3875 2.2402 1.8957
H -0.5062 2.7220 -0.5410
H -1.8363 3.4278 0.4514
H -3.1295 2.5987 -1.1462
H -0.7817 1.5224 -2.3640
C 7.2657 -0.7644 1.8205
C 6.9111 -2.1005 1.6836
C 5.6360 -2.5192 2.0289
C 4.7294 -1.5878 2.5057
C 5.0696 -0.2539 2.6537
C 6.3474 0.1564 2.3081
N 3.3705 -2.0201 2.8502
O 3.0989 -3.1970 2.7227
O 2.5938 -1.1710 3.2352
H 8.2608 -0.4396 1.5446
H 7.6282 -2.8158 1.3045
H 5.3610 -3.5583 1.9218
H 4.3551 0.4649 3.0288
H 6.6258 1.1959 2.4156
C 2.0181 7.9380 0.9655
C 0.9085 7.1085 1.0639
C 1.0747 5.7501 1.2813
C 2.3565 5.2405 1.4015
C 3.4723 6.0534 1.2989
C 3.2979 7.4104 1.0789
N 2.5341 3.8071 1.6554
O 1.5344 3.1187 1.7212
O 3.6662 3.3901 1.7887
H 1.8850 8.9995 0.8010
H -0.0869 7.5214 0.9741
H 0.2106 5.1058 1.3578
H 4.4681 5.6449 1.3899
H 4.1602 8.0580 0.9991
*
```

Output
LUMO	-0.0325	hartree
SMILES	CCCCCCCCCCCC[C@@H]1OC(=O)O[C@H]1N=C=O.O=[N+]([O-])c1ccccc1.O=[N+]([O-])c1ccccc1

***

(5)
Here is a cluster of 8 separate species, C28H37N5O3 in total in a non-equilibrium geometry from the Open Molecules 2025 dataset. Energies are from ωB97M-V with the def2-TZVPD basis set.

Geometry as ORCA input:
```
! wB97M-V def2-TZVPD RIJCOSX def2/J DEFGRID3
* xyz 0 1
C -1.4898 1.5599 4.3637
O -0.9164 0.4136 3.7733
H -0.7432 2.3179 4.5432
H -2.3328 1.8742 3.6894
H -1.8427 1.3962 5.4177
H -0.1434 -0.0264 4.2722
C 1.7368 -0.4295 -0.0884
O 1.9041 0.6706 0.8351
H 0.7109 -0.7708 0.0144
H 1.7583 -0.0233 -1.0827
H 2.5316 -1.1497 -0.0579
H 0.9820 1.0309 1.0148
C -1.1397 2.7038 0.9917
O -0.6129 1.4059 1.3220
H -0.5365 3.1742 0.2033
H -2.2509 2.6882 0.7759
H -1.0294 3.3452 1.8725
H -0.7383 1.1510 2.2538
N 1.1124 -1.4846 4.5223
C 1.0501 -2.6311 5.1197
C 1.9782 -3.6248 4.8407
C 3.0548 -3.3978 3.9529
C 3.0822 -2.1550 3.3007
C 2.1008 -1.2596 3.6341
H 0.1870 -2.8262 5.7496
H 1.8579 -4.5533 5.4240
H 3.7597 -4.2101 3.9300
H 3.8684 -1.8695 2.6074
H 2.0736 -0.2605 3.1978
N -2.3941 -1.6155 -3.6119
C -1.7127 -1.6859 -4.7021
C -0.5603 -2.4660 -4.8138
C -0.1616 -3.1665 -3.7354
C -0.7946 -3.0230 -2.5233
C -1.9219 -2.2467 -2.5237
H -2.1476 -1.1283 -5.5630
H -0.0234 -2.6038 -5.7459
H 0.7005 -3.8443 -3.8739
H -0.3997 -3.4699 -1.6177
H -2.4703 -1.9087 -1.6591
N -1.0957 -3.6826 0.6178
C -1.1181 -2.8018 1.6227
C -2.2014 -2.6420 2.4276
C -3.3142 -3.4749 2.2186
C -3.3560 -4.3771 1.1430
C -2.2066 -4.3542 0.3649
H -0.1629 -2.2626 1.8073
H -2.0954 -2.0015 3.2921
H -4.0792 -3.4351 2.9393
H -4.1980 -5.0179 0.9182
H -2.1836 -5.0952 -0.3813
N 3.3824 2.8765 -3.7945
C 3.6620 4.1587 -3.6877
C 3.5369 4.9359 -2.5266
C 3.1483 4.2638 -1.4206
C 2.9468 2.8906 -1.4121
C 3.0740 2.2611 -2.6144
H 3.8888 4.6193 -4.6287
H 3.8386 5.9902 -2.5815
H 2.9353 4.9175 -0.5597
H 2.7031 2.3122 -0.4880
H 2.9030 1.1593 -2.6684
N -2.9456 3.6952 -2.1767
C -2.7781 2.4013 -2.1336
C -1.6925 1.6792 -2.6759
C -0.6849 2.4624 -3.2560
C -0.9031 3.8365 -3.3547
C -1.9430 4.3999 -2.7155
H -3.5549 1.8534 -1.6046
H -1.6200 0.6009 -2.6244
H 0.2858 1.9903 -3.5668
H -0.1882 4.4897 -3.7925
H -2.0707 5.4501 -2.7106
*
```

Output
relative energy (zero: lowest compared OMol25 entry of this formula, charge and spin)	5.922	eV
LUMO	0.0224	hartree
SMILES	c1ccncc1.c1ccncc1.c1ccncc1.c1ccncc1.c1ccncc1.CO.CO.CO

***

(6)
Here is a structure of composition C28H38BrIN4O2PtSi in a non-equilibrium geometry from the Open Molecules 2025 dataset. Energies are from ωB97M-V with the def2-TZVPD basis set.

Geometry as ORCA input:
```
! wB97M-V def2-TZVPD RIJCOSX def2/J DEFGRID3
* xyz 2 1
Pt -0.0737 0.0033 0.0636
O -1.0617 -2.1989 -1.2302
N -0.9383 -1.1006 -1.1491
C -6.2024 -0.6090 1.1936
C -5.2241 0.4141 1.7268
C -4.4310 0.1608 2.8325
C -3.5268 1.1015 3.3305
C -3.3921 2.3307 2.7064
N -2.5037 3.3725 3.1200
C -1.7330 3.5305 4.2401
O -1.5153 4.6057 4.7427
N -1.1278 2.3758 4.7806
C -0.5783 1.2967 4.1249
C -0.0867 0.2180 4.8652
C 0.4672 -0.8710 4.2220
C 0.5291 -0.8855 2.8476
N 0.0699 0.1651 2.1320
C -0.4770 1.2354 2.7420
C -4.1968 2.6044 1.6058
C -5.0974 1.6655 1.1315
H -6.2880 -1.4662 1.8598
H -5.8920 -0.9758 0.2129
H -7.1951 -0.1760 1.0686
H -4.5395 -0.7862 3.3520
H -2.9857 0.8771 4.2394
H -2.7258 4.2826 2.7457
H -0.8097 2.5373 5.7244
H -0.1492 0.2416 5.9472
H 0.8420 -1.7178 4.7816
H 0.9518 -1.7181 2.3100
H -0.8248 2.0475 2.1172
H -4.1319 3.5811 1.1318
H -5.7295 1.9161 0.2847
C 2.9968 0.8864 0.4747
Si 2.1694 -0.0342 -0.9014
C 2.7784 -1.8304 -0.9492
C 2.4269 -2.5170 0.3847
C 4.3115 -1.7107 -1.0652
C 2.2311 -2.6604 -2.1131
C 2.1356 0.9765 -2.4929
C 1.7858 2.4327 -2.1422
C 3.5628 0.9136 -3.0600
C 1.1181 0.4513 -3.5188
H 4.0271 1.0797 0.1529
H 3.0262 0.3200 1.4087
H 2.5231 1.8524 0.6733
H 2.8003 -1.9624 1.2514
H 2.8873 -3.5107 0.4189
H 1.3465 -2.6684 0.4912
H 4.7552 -1.0772 -0.2927
H 4.6341 -1.3505 -2.0397
H 4.7288 -2.7156 -0.9348
H 1.1481 -2.7913 -2.0843
H 2.6626 -3.6660 -2.0655
H 2.5035 -2.2422 -3.0834
H 2.5277 2.8910 -1.4834
H 0.8061 2.5226 -1.6725
H 1.7590 3.0263 -3.0630
H 4.3294 1.2113 -2.3397
H 3.6104 1.6213 -3.8947
H 3.8139 -0.0703 -3.4573
H 0.0910 0.4896 -3.1408
H 1.3351 -0.5682 -3.8435
H 1.1485 1.0831 -4.4122
Br 0.2981 4.2889 0.6289
C -0.9498 4.9818 -0.6160
C -0.9138 6.3490 -0.8421
C -1.8109 6.9279 -1.7284
C -2.7424 6.1473 -2.3945
C -2.7798 4.7785 -2.1835
C -1.8855 4.2023 -1.2931
I -2.0565 2.1284 -1.0664
H -0.1828 6.9553 -0.3233
H -1.7753 7.9958 -1.8951
H -3.4426 6.5971 -3.0858
H -3.5015 4.1653 -2.7095
*
```

Output
relative energy (zero: lowest compared OMol25 entry of this formula, charge and spin)	0.512	eV
LUMO	-0.3434	hartree

***

| no. | DFT total energy (eV) |
| --- | --- |
| 1 | -67275.26029 |
| 2 | -37383.67034 |
| 3 | -56322.58007 |
| 4 | -50480.66443 |
| 5 | -43226.02171 |
| 6 | -128959.18662 |